<A>
# C4H6N2

A cluster of 2 separate species, C4H6N2 in total (ωB97M-V/def2-TZVPD, the Open Molecules 2025 dataset).

Geometry as XYZ:
```
12
Properties=species:S:1:pos:R:3:mulliken_charge:R:1
C 1.319 -2.058 -0.310 -1.11
C 0.984 -0.656 -0.079 -0.19
C 1.048 0.532 0.107 -0.02
N -0.921 2.569 0.614 -0.96
N -1.679 1.606 0.337 0.52
C -2.376 0.675 0.257 -0.20
H 0.655 -2.583 -1.004 0.29
H 2.325 -2.044 -0.736 0.26
H 1.354 -2.612 0.633 0.27
H 1.047 1.581 0.297 0.50
H -1.011 3.281 -0.108 0.23
H -2.745 -0.290 -0.007 0.40
```

As for the molar mass: 82.1 g/mol. For the HOMO-LUMO gap, the calculation gives 9.6 eV.

=====

<B>
# C4H6N2

An isolated molecule of C4H6N2 (ωB97M-V/def2-TZVPD, the Open Molecules 2025 dataset).

Geometry as XYZ:
```
12
Properties=species:S:1:pos:R:3:mulliken_charge:R:1
N -1.974 0.056 0.000 -0.94
N -0.621 0.064 -0.024 0.47
C 0.136 -1.062 -0.028 -0.33
C 1.432 -0.801 0.010 -0.30
C 1.461 0.711 -0.024 -0.71
C 0.144 1.156 -0.004 -0.09
H -2.361 0.017 1.047 0.25
H -2.339 -0.730 -0.672 0.28
H -0.489 -1.993 -0.011 0.31
H 2.247 -1.574 0.132 0.32
H 2.320 1.290 0.241 0.37
H -0.250 2.122 -0.294 0.37
```

As for the SMILES: Nn1cccc1. As for the molar mass: 82.1 g/mol. For the HOMO-LUMO gap, the calculation gives 9.3 eV.

=====

Most stable to least stable: <B>, <A>

=====

<A>
# C6H7ClN2O2

An isolated molecule of C6H7ClN2O2 (ωB97M-V/def2-TZVPD, the Open Molecules 2025 dataset).

Geometry as XYZ:
```
18
Properties=species:S:1:pos:R:3:mulliken_charge:R:1
C 1.270 -1.022 -0.317 -0.59
C 0.192 -1.493 -0.885 -0.46
C 1.553 1.439 -0.168 -0.40
C 1.861 0.257 0.069 0.46
C -1.132 -0.759 -0.970 -0.36
C -1.090 0.212 0.190 -0.17
N -0.913 -0.158 1.515 -0.31
N -1.418 1.527 -0.068 0.92
O -1.461 2.316 0.946 -0.71
O -1.572 1.992 -1.174 -0.62
Cl 3.320 -0.175 1.197 -0.26
H 1.999 -1.784 -0.167 0.38
H 0.259 -2.542 -1.181 0.31
H 1.623 2.444 0.050 0.45
H -1.440 -0.321 -1.937 0.36
H -1.779 -1.582 -0.931 0.35
H -1.014 0.634 2.179 0.30
H -0.260 -0.986 1.651 0.34
```

As for the molar mass: 174.6 g/mol. For the HOMO-LUMO gap (alpha / beta), the calculation gives 8.3 / 6.9 eV.

=====

<B>
# C6H7ClN2O2

A structure of composition C6H7ClN2O2 (ωB97M-V/def2-TZVPD, the Open Molecules 2025 dataset).

Geometry as XYZ:
```
18
Properties=species:S:1:pos:R:3:mulliken_charge:R:1
C 0.925 1.481 1.963 -0.57
C 2.287 1.630 1.658 0.32
C -0.162 0.817 1.430 0.19
C -3.117 -1.011 -3.098 0.84
C 2.949 0.969 0.767 -0.88
C 0.640 -0.591 -0.324 0.30
N -0.282 0.003 0.366 0.04
N 0.313 -1.574 -1.080 -0.14
O -2.240 -1.484 -3.680 -0.43
O -4.039 -0.486 -2.644 -0.41
Cl -2.489 -1.662 -0.701 -0.75
H 0.679 2.134 2.754 0.28
H 2.774 2.353 2.337 0.27
H -1.125 0.883 2.040 0.26
H 3.943 0.884 0.474 0.36
H 0.992 -2.167 -1.553 0.23
H -1.305 -0.369 0.230 0.04
H -0.743 -1.810 -0.938 0.06
```

As for the molar mass: 174.6 g/mol. For the HOMO-LUMO gap (alpha / beta), the calculation gives 6.8 / 8.0 eV.

=====

Most stable to least stable: <B>, <A>

=====

<A>
# C4H6N3

The ion C4H6N3 with charge +1 (ωB97M-V/def2-TZVPD, the Open Molecules 2025 dataset).

Geometry as XYZ:
```
13
Properties=species:S:1:pos:R:3:mulliken_charge:R:1
C 0.906 1.047 -0.517 -0.87
C -0.272 0.271 -0.744 0.22
N -0.703 -0.512 0.274 0.33
C -1.943 -1.623 0.565 0.20
N -1.648 -2.157 1.637 -0.36
C -0.406 -1.627 2.130 -0.14
N 0.083 -0.686 1.323 -0.53
H 1.529 0.733 -1.304 0.34
H 1.324 0.964 0.497 0.31
H 0.766 2.145 -0.788 0.34
H -0.894 0.499 -1.632 0.37
H -2.587 -1.508 -0.320 0.32
H -0.094 -1.890 3.057 0.46
```

As for the SMILES: C/C=[N+]1/C=NC=N1. As for the molar mass: 96.1 g/mol. The total charge is +1. For the HOMO-LUMO gap, the calculation gives 9.2 eV.

=====

<B>
# C4H6N3

The ion C4H6N3 with charge +1 (ωB97M-V/def2-TZVPD, the Open Molecules 2025 dataset).

Geometry as XYZ:
```
13
Properties=species:S:1:pos:R:3:mulliken_charge:R:1
N -2.781 0.971 -2.228 0.02
C -2.134 1.014 -1.304 0.27
N -1.406 0.896 -0.295 -0.21
C -0.857 -0.435 0.182 -0.48
C 0.570 -0.484 0.422 -0.83
C 1.691 -0.336 0.794 1.10
N 2.968 -0.396 1.233 -0.57
H -3.130 1.311 -3.093 0.32
H -1.280 1.831 0.106 0.29
H -1.271 -0.627 1.136 0.28
H -1.163 -0.966 -0.752 0.22
H 3.079 -0.704 2.129 0.28
H 3.629 -1.045 0.684 0.30
```

As for the SMILES: [NH+]#CNCC#CN. As for the molar mass: 96.1 g/mol. The total charge is +1. For the HOMO-LUMO gap, the calculation gives 8.8 eV.

=====

Most stable to least stable: <A>, <B>

=====

<A>
# C7H10

An isolated molecule of C7H10 (ωB97M-V/def2-TZVPD, the Open Molecules 2025 dataset).

Geometry as XYZ:
```
17
Properties=species:S:1:pos:R:3:mulliken_charge:R:1
C -1.999 0.229 -0.350 -1.59
C -0.530 0.084 0.003 0.68
C -0.125 -0.726 1.256 -0.54
C 1.214 -0.710 1.204 -0.50
C 1.519 0.180 0.036 -0.33
C 0.597 -0.610 -0.932 -0.57
C 0.436 1.281 0.029 -0.55
H -2.502 -0.746 -0.363 0.36
H -2.523 0.862 0.379 0.34
H -2.123 0.686 -1.339 0.35
H -0.778 -1.376 1.832 0.36
H 1.949 -1.454 1.488 0.36
H 2.544 0.411 -0.265 0.46
H 0.547 -1.718 -0.949 0.33
H 0.978 -0.191 -1.947 0.24
H 0.380 1.997 0.857 0.31
H 0.416 1.801 -0.940 0.31
```

As for the SMILES: C[C@]12C=C[C@H](C1)C2. As for the molar mass: 94.2 g/mol. For the HOMO-LUMO gap, the calculation gives 9.5 eV.

=====

<B>
# C7H10

A cluster of 2 separate species, C7H10 in total (ωB97M-V/def2-TZVPD, the Open Molecules 2025 dataset).

Geometry as XYZ:
```
17
Properties=species:S:1:pos:R:3:mulliken_charge:R:1
C 1.611 -0.408 1.289 -0.66
C 1.404 0.826 0.397 0.03
C 1.464 -0.630 -0.161 0.01
C 0.186 -1.177 -0.671 -0.43
C -0.981 -0.616 -0.353 -0.44
C -1.050 0.675 0.425 -0.43
C 0.163 1.547 0.493 -0.92
H 2.594 -0.479 1.744 0.25
H 0.786 -0.701 1.932 0.24
H 2.312 1.411 0.266 0.42
H 2.366 -0.866 -0.719 0.41
H 0.231 -2.061 -1.302 0.39
H -1.913 -1.038 -0.722 0.41
H -3.156 0.558 -2.022 -0.07
H -1.921 1.267 0.116 0.40
H -1.244 0.482 1.499 0.30
H -2.853 1.211 -2.209 0.09
```

As for the molar mass: 94.2 g/mol. For the HOMO-LUMO gap, the calculation gives 8.3 eV.

=====

<C>
# C7H10

A structure of composition C7H10 (ωB97M-V/def2-TZVPD, the Open Molecules 2025 dataset).

Geometry as XYZ:
```
17
Properties=species:S:1:pos:R:3:mulliken_charge:R:1
C -1.697 0.181 -0.225 0.06
C -2.938 0.084 -0.510 -0.63
C -0.440 0.819 0.187 -0.48
C 0.700 0.511 -0.750 0.35
C 0.069 -0.676 -0.088 0.10
C 2.003 1.141 -0.339 -1.40
C 0.360 -1.720 0.890 -1.11
H -3.495 -0.846 -0.778 0.25
H -3.439 0.975 -0.368 0.27
H -0.292 1.266 1.106 0.36
H 0.582 0.578 -1.885 0.29
H 2.774 0.976 -1.133 0.35
H 2.349 0.640 0.552 0.31
H 1.876 2.141 -0.244 0.38
H -0.423 -1.980 1.547 0.35
H 1.204 -1.439 1.614 0.26
H 0.807 -2.651 0.426 0.30
```

As for the molar mass: 94.2 g/mol. For the HOMO-LUMO gap, the calculation gives 8.9 eV.

=====

Most stable to least stable: <A>, <B>, <C>

=====

<A>
# C7H13N2O

A cluster of 2 separate species, C7H13N2O in total (ωB97M-V/def2-TZVPD, the Open Molecules 2025 dataset).

Geometry as XYZ:
```
23
Properties=species:S:1:pos:R:3:mulliken_charge:R:1
C -2.064 -0.732 0.313 -0.66
C -1.471 -1.557 -0.661 -0.27
C -1.401 0.399 0.670 -0.92
C -0.211 -1.352 -1.198 -0.56
C -0.209 0.955 -0.082 1.67
C 0.472 -0.167 -0.858 0.21
C 0.819 1.708 0.870 -1.60
N -0.788 1.938 -0.994 -0.57
N 1.552 -1.465 1.083 -0.61
O 1.578 0.165 -1.461 -0.37
H -2.957 -1.102 0.799 0.45
H -2.085 -2.347 -1.117 0.44
H -1.753 0.967 1.447 0.58
H 0.380 -2.064 -1.738 0.36
H 0.446 1.869 1.900 0.35
H 0.984 2.607 0.469 0.47
H 1.764 1.243 0.879 0.46
H -1.329 1.524 -1.690 0.24
H -0.065 2.730 -1.097 0.28
H 0.595 -1.638 1.455 0.24
H 1.813 -0.779 1.696 0.19
H 2.034 -2.350 1.248 0.26
H 1.896 -0.556 -1.933 0.38
```

As for the molar mass: 141.2 g/mol. The total charge is +1. For the HOMO-LUMO gap, the calculation gives 7.7 eV.

=====

<B>
# C7H13N2O

The ion C7H13N2O with charge +1 (ωB97M-V/def2-TZVPD, the Open Molecules 2025 dataset).

Geometry as XYZ:
```
23
Properties=species:S:1:pos:R:3:mulliken_charge:R:1
C -0.130 2.444 -0.135 -0.88
N 0.195 1.060 -0.534 -0.02
C 1.521 0.619 -0.027 -0.44
C 1.822 -0.785 -0.564 -0.58
O 0.919 -1.706 -0.014 -0.38
C -0.405 -1.514 -0.397 0.09
C -1.303 -2.180 0.657 -0.73
N -1.564 -1.191 1.667 -0.49
C -1.305 -0.027 1.287 -0.26
C -0.871 0.100 -0.163 -0.38
H -0.153 2.523 0.949 0.39
H 0.625 3.128 -0.520 0.38
H -1.102 2.732 -0.534 0.34
H 0.253 1.036 -1.559 0.37
H 1.484 0.583 1.064 0.36
H 2.283 1.330 -0.347 0.45
H 1.785 -0.797 -1.664 0.34
H 2.814 -1.103 -0.241 0.39
H -0.588 -1.802 -1.436 0.41
H -2.256 -2.513 0.239 0.35
H -0.806 -3.036 1.115 0.36
H -1.465 0.813 1.941 0.40
H -1.753 0.287 -0.781 0.54
```

As for the SMILES: C[N@H+]1CCO[C@H]2CN=C[C@H]21. As for the molar mass: 141.2 g/mol. The total charge is +1. For the HOMO-LUMO gap, the calculation gives 10.6 eV.

=====

<C>
# C7H13N2O

The ion C7H13N2O with charge +1 (ωB97M-V/def2-TZVPD, the Open Molecules 2025 dataset).

Geometry as XYZ:
```
23
Properties=species:S:1:pos:R:3:mulliken_charge:R:1
C 0.710 -0.255 1.146 0.89
C 2.448 -0.631 -0.749 0.43
C 2.275 -0.465 0.590 -0.59
C 0.661 -0.520 2.604 -1.48
C -2.655 -0.683 -0.507 -1.19
C 0.367 1.365 -1.499 -1.19
C -1.879 0.443 -1.168 -0.37
N -0.250 0.139 0.485 -0.22
N -0.468 0.422 -0.780 0.14
O 2.503 -0.792 -1.875 -0.13
H 2.797 0.416 0.971 0.40
H 2.618 -1.353 1.130 0.45
H 1.531 -0.116 3.117 0.40
H 0.624 -1.594 2.789 0.33
H -0.232 -0.075 3.032 0.37
H -2.695 -0.549 0.569 0.30
H -3.671 -0.696 -0.892 0.40
H -2.195 -1.642 -0.728 0.30
H -0.176 2.302 -1.645 0.30
H 1.278 1.586 -0.943 0.43
H 0.634 0.961 -2.477 0.36
H -2.327 1.412 -0.917 0.33
H -1.896 0.323 -2.253 0.34
```

As for the molar mass: 141.2 g/mol. The total charge is +1. For the HOMO-LUMO gap, the calculation gives 7.3 eV.

=====

Most stable to least stable: <B>, <A>, <C>

=====

<A>
# C2H5BrSi

A cluster of 2 separate species, C2H5BrSi in total (ωB97M-V/def2-TZVPD, the Open Molecules 2025 dataset).

Geometry as XYZ:
```
9
Properties=species:S:1:pos:R:3:mulliken_charge:R:1
C -0.021 1.210 2.079 -0.51
C 0.426 1.522 0.880 -0.23
Si -0.070 -1.823 -1.552 0.12
Br 2.267 1.699 0.480 -0.13
H 0.634 1.042 2.915 0.25
H -1.078 1.106 2.253 0.24
H -0.616 -1.702 -2.927 -0.06
H -0.206 1.690 0.024 0.38
H 1.365 -1.882 -1.922 -0.05
```

As for the molar mass: 137.1 g/mol. For the HOMO-LUMO gap, the calculation gives 7.6 eV.

=====

<B>
# C2H5BrSi

A cluster of 2 separate species, C2H5BrSi in total (ωB97M-V/def2-TZVPD, the Open Molecules 2025 dataset).

Geometry as XYZ:
```
9
Properties=species:S:1:pos:R:3:mulliken_charge:R:1
C 0.565 -0.140 1.074 -0.48
C -0.751 0.446 0.561 -0.58
Si 0.300 -0.276 -0.792 0.18
Br -0.376 -2.166 -1.775 -0.19
H 1.476 0.348 1.445 0.33
H 0.389 -1.156 1.468 0.21
H -1.761 0.159 0.980 0.30
H -0.616 1.658 0.652 0.21
H 0.774 1.126 -3.614 0.01
```

As for the molar mass: 137.1 g/mol. For the HOMO-LUMO gap (alpha / beta), the calculation gives 7.3 / 8.1 eV.

=====

<C>
# C2H5BrSi

A cluster of 2 separate species, C2H5BrSi in total (ωB97M-V/def2-TZVPD, the Open Molecules 2025 dataset).

Geometry as XYZ:
```
9
Properties=species:S:1:pos:R:3:mulliken_charge:R:1
C 1.396 0.855 0.333 -0.54
C 0.288 0.655 -0.410 -0.28
Si -0.992 -0.581 0.224 0.24
Br -3.014 -0.037 -0.250 -0.14
H 2.161 1.702 -0.056 0.17
H 1.799 0.441 1.261 0.26
H -0.058 1.144 -1.208 0.44
H -0.606 -1.468 1.306 -0.05
H -0.975 -2.710 -1.198 -0.11
```

As for the molar mass: 137.1 g/mol. For the HOMO-LUMO gap (alpha / beta), the calculation gives 7.5 / 7.5 eV.

=====

Most stable to least stable: <A>, <C>, <B>

=====

<A>
# C3H5NO3

A structure of composition C3H5NO3 (ωB97M-V/def2-TZVPD, the Open Molecules 2025 dataset).

Geometry as XYZ:
```
12
Properties=species:S:1:pos:R:3:mulliken_charge:R:1
C -1.941 0.417 -0.013 0.28
C -0.755 1.145 -0.130 -0.53
C 0.666 -0.270 0.005 0.63
N -2.848 -0.246 0.168 -0.44
O 0.673 -0.978 1.219 -0.52
O 0.390 -1.050 -1.072 -0.51
O 1.808 0.366 -0.078 -0.47
H -0.755 1.338 -1.275 0.27
H -0.684 1.876 0.684 0.34
H 0.068 -1.722 1.162 0.33
H 1.206 -1.461 -1.411 0.31
H 2.171 0.585 0.741 0.32
```

As for the molar mass: 103.1 g/mol. For the HOMO-LUMO gap, the calculation gives 10.0 eV.

=====

<B>
# C3H5NO3

An isolated molecule of C3H5NO3 (ωB97M-V/def2-TZVPD, the Open Molecules 2025 dataset).

Geometry as XYZ:
```
12
Properties=species:S:1:pos:R:3:mulliken_charge:R:1
C 1.265 -1.347 -0.125 -0.67
C 0.768 -0.162 -0.325 -0.06
C -0.210 0.447 0.636 -0.03
O -0.271 1.768 0.955 -0.46
N -1.503 0.155 -0.283 0.92
O -1.819 -0.990 -0.616 -0.52
O -2.075 1.152 -0.709 -0.55
H 1.985 -1.647 -0.880 0.27
H 1.165 -1.858 0.869 0.21
H 0.988 0.424 -1.257 0.23
H -0.125 -0.175 1.573 0.30
H -0.169 2.233 0.160 0.37
```

As for the SMILES: C=C[C@@H](O)[N+](=O)[O-]. As for the molar mass: 103.1 g/mol. For the HOMO-LUMO gap, the calculation gives 10.7 eV.

=====

Most stable to least stable: <A>, <B>

=====

<A>
# C3H5NO3

A cluster of 2 separate species, C3H5NO3 in total (ωB97M-V/def2-TZVPD, the Open Molecules 2025 dataset).

Geometry as XYZ:
```
12
Properties=species:S:1:pos:R:3:mulliken_charge:R:1
N 1.216 0.447 -1.415 -0.45
C 0.313 -0.344 -0.724 0.65
O 0.620 -1.518 -0.548 -0.64
O -1.046 0.066 -1.035 -0.46
H 0.855 1.205 -1.970 0.23
H 1.972 -0.040 -1.870 0.24
H -1.634 -0.616 -0.661 0.37
C -0.972 1.189 1.437 -0.06
C -0.238 0.199 1.466 -0.24
O -0.104 -1.023 1.932 -0.41
H -1.670 1.860 1.862 0.38
H 0.689 -1.425 1.526 0.39
```

As for the SMILES: NC(=O)O.C#CO. As for the molar mass: 103.1 g/mol. For the HOMO-LUMO gap, the calculation gives 9.1 eV.

=====

<B>
# C3H5NO3

An isolated molecule of C3H5NO3 (ωB97M-V/def2-TZVPD, the Open Molecules 2025 dataset).

Geometry as XYZ:
```
12
Properties=species:S:1:pos:R:3:mulliken_charge:R:1
N 0.382 1.637 0.065 -0.37
C -0.093 0.788 1.013 0.58
O -0.737 1.137 1.984 -0.60
C 0.277 -0.685 0.796 -0.49
O -0.664 -1.342 -0.073 -0.30
C -0.501 -1.167 -1.382 0.22
O 0.337 -0.475 -1.909 -0.54
H 0.716 1.267 -0.815 0.26
H 0.062 2.594 0.105 0.25
H 1.287 -0.797 0.390 0.36
H 0.185 -1.196 1.753 0.25
H -1.250 -1.759 -1.925 0.37
```

As for the SMILES: NC(=O)COC=O. As for the molar mass: 103.1 g/mol. For the HOMO-LUMO gap, the calculation gives 10.9 eV.

=====

Most stable to least stable: <B>, <A>